<P>
{
  "formula": "C3H3N2O2",
  "method": "ωB97M-V with the def2-TZVPD basis set",
  "spin_multiplicity": 1,
  "homo_ev": -2.70,
  "charge": -1,
  "symbols": ["C", "C", "C", "N", "N", "O", "O", "H", "H", "H"],
  "coordinates": [[-0.15082, 0.08906, 0.51640], [3.27176, 0.36992, -1.26849], [1.05397, 0.12465, 0.33054], [-2.44636, -0.69099, 0.41272], [-1.42519, 0.28128, 0.93520], [3.94992, -0.09146, -0.44602], [2.83426, 0.78730, -2.25015], [-3.30405, -0.19861, 0.40878], [-2.22867, -0.84202, -0.60659], [-1.55481, 0.17087, 1.96763]]
}

---

<Q>
{
  "formula": "C3H3N2O2",
  "method": "ωB97M-V with the def2-TZVPD basis set",
  "spin_multiplicity": 1,
  "homo_ev": -3.67,
  "charge": -1,
  "symbols": ["C", "C", "C", "N", "N", "O", "O", "H", "H", "H"],
  "coordinates": [[1.18043, -0.92374, 0.59950], [2.38745, -3.12292, 1.33852], [2.01158, -1.20644, 1.46648], [-0.62738, 1.01005, 0.02048], [0.21168, -0.23208, -0.16586], [2.73886, -3.30554, 2.51173], [2.43453, -3.65218, 0.24449], [-0.93326, 0.89723, 0.98886], [-0.06836, 1.92701, -0.13335], [0.26300, -0.51437, -1.07050]]
}

---

Most favorable structure: <P>. The second most favorable one is 24.2 kcal/mol above it.

---

<P>
{
  "formula": "C5H8O4",
  "method": "ωB97M-V with the def2-TZVPD basis set",
  "spin_multiplicity": 1,
  "homo_ev": -1.05,
  "charge": -2,
  "symbols": ["C", "C", "O", "O", "H", "H", "H", "C", "C", "C", "O", "O", "H", "H", "H", "H", "H"],
  "coordinates": [[0.18952, -2.95218, -0.66357], [0.81496, -1.98225, -1.73495], [1.12288, -0.83631, -1.35225], [0.72474, -2.41167, -2.91671], [-0.18232, -2.40080, 0.20306], [0.92741, -3.68641, -0.34164], [-0.70408, -3.29336, -1.18591], [0.43661, 1.48938, 1.22542], [0.42893, 1.78137, -0.29976], [-0.96792, 1.66870, 1.81804], [-1.16880, 2.70044, 2.52373], [-1.81295, 0.78596, 1.54924], [0.77436, 0.45551, 1.31941], [1.16684, 2.18642, 1.64251], [0.43432, 2.87903, -0.41353], [-0.43101, 1.37783, -0.81613], [1.38531, 1.50297, -0.73292]]
}

---

<Q>
{
  "formula": "C5H8O4",
  "method": "ωB97M-V with the def2-TZVPD basis set",
  "spin_multiplicity": 1,
  "homo_ev": -1.19,
  "charge": -2,
  "symbols": ["C", "C", "O", "O", "H", "H", "H", "C", "C", "C", "O", "O", "H", "H", "H", "H", "H"],
  "coordinates": [[-0.11277, 0.19541, -1.67160], [0.63930, -0.54422, -2.81759], [1.21876, -1.58555, -2.40077], [0.50880, -0.15769, -4.00107], [-1.04677, 0.54146, -2.11796], [0.55159, 0.93398, -1.22788], [-0.32305, -0.58369, -0.96262], [-0.34104, -0.57744, 1.70052], [-1.66021, -0.42405, 0.97868], [0.03880, 0.75267, 2.43700], [-0.21695, 1.85310, 1.90445], [0.56847, 0.59207, 3.57338], [-0.38943, -1.33222, 2.48061], [0.56224, -0.75536, 1.11319], [-2.03012, -1.27647, 0.40489], [-1.65799, 0.31056, 0.17278], [-2.43626, -0.00730, 1.62393]]
}

---

Most favorable structure: <Q>. The second most favorable one is 1.3 kcal/mol above it.

---

<P>
{
  "formula": "C4H3NOS2",
  "method": "ωB97M-V with the def2-TZVPD basis set",
  "spin_multiplicity": 1,
  "homo_ev": -9.23,
  "smiles": "C=C1C=NSC(=O)S1",
  "symbols": ["C", "C", "C", "C", "H", "H", "H", "N", "O", "S", "S"],
  "coordinates": [[-1.05376, 0.39407, -1.65375], [-0.25360, 0.04836, -0.64225], [1.62534, 0.79076, 1.31321], [-0.59464, -1.10021, 0.21041], [-1.92754, -0.21462, -1.85249], [-0.85951, 1.24892, -2.27583], [-1.30691, -1.77780, -0.20974], [-0.20901, -1.37690, 1.39131], [2.46752, 1.49783, 1.81159], [1.27242, 0.94037, -0.41790], [0.83970, -0.45077, 2.32544]]
}

---

<Q>
{
  "formula": "C4H3NOS2",
  "method": "ωB97M-V with the def2-TZVPD basis set",
  "spin_multiplicity": 1,
  "homo_ev": -10.07,
  "symbols": ["C", "C", "C", "C", "H", "H", "H", "N", "O", "S", "S"],
  "coordinates": [[0.20401, -0.19215, 0.11144], [-0.41912, 0.45670, -1.15514], [-1.11319, -0.58072, 0.89074], [1.00609, 0.93530, 0.71844], [1.64065, -1.60258, 0.75998], [-0.09458, 1.54821, -1.36129], [-0.63647, 0.09608, -2.10540], [1.84877, 1.71077, 1.13010], [-1.51397, -1.28759, 1.86790], [1.15599, -1.48178, -0.51443], [-2.07817, 0.39775, -0.34233]]
}

---

Most favorable structure: <P>. The second most favorable one is 35.5 kcal/mol above it.

---

<P>
{
  "formula": "C4H3NOS2",
  "method": "ωB97M-V with the def2-TZVPD basis set",
  "spin_multiplicity": 1,
  "homo_ev": -9.49,
  "smiles": "N#C[C@@H](C=S)OC=S",
  "symbols": ["C", "C", "C", "C", "H", "H", "H", "N", "O", "S", "S"],
  "coordinates": [[-1.83392, -0.02747, -0.37509], [0.52894, 0.22127, -0.24096], [1.68753, -0.35628, 0.57044], [0.59732, 1.71218, -0.17042], [-1.57803, 0.77436, -1.12360], [0.55911, -0.26858, -1.27688], [1.62972, -0.13027, 1.63959], [0.62386, 2.83963, 0.12831], [-0.72251, -0.29335, 0.38147], [-3.29836, -0.64748, 0.04948], [2.98105, -1.05280, -0.16779]]
}

---

<Q>
{
  "formula": "C4H3NOS2",
  "method": "ωB97M-V with the def2-TZVPD basis set",
  "spin_multiplicity": 1,
  "homo_ev": -8.91,
  "smiles": "C#CC(=O)N(S)C=S",
  "symbols": ["C", "C", "C", "C", "H", "H", "H", "N", "O", "S", "S"],
  "coordinates": [[1.21616, -0.80787, -0.20214], [-1.16555, -0.75374, 0.02825], [-2.37483, 0.05124, -0.13778], [-3.55438, 0.32300, -0.21174], [0.91704, 1.52292, 1.22445], [1.03733, -1.89142, -0.30030], [-4.58241, 0.54834, -0.24249], [0.05702, -0.02615, -0.14138], [-1.18447, -1.91189, 0.38008], [0.19347, 1.67415, 0.10271], [2.74256, -0.27274, -0.07722]]
}

---

Most favorable structure: <P>. The second most favorable one is 4.4 kcal/mol above it.

---

<P>
{
  "formula": "C6H7Br2N4",
  "method": "ωB97M-V with the def2-TZVPD basis set",
  "spin_multiplicity": 1,
  "homo_ev": -12.25,
  "charge": 1,
  "symbols": ["C", "C", "C", "C", "C", "C", "N", "N", "N", "N", "Br", "Br", "H", "H", "H", "H", "H", "H", "H"],
  "coordinates": [[2.47910, -0.92254, -0.53692], [1.65392, 0.15891, -0.30508], [0.93625, -2.30947, 0.42259], [0.02392, -1.27341, 0.49565], [-2.36619, 0.15241, -1.08173], [-0.65648, 1.08528, 0.21753], [2.12234, -2.19396, -0.20317], [0.36196, -0.00825, 0.06419], [-0.30651, 2.25211, -0.54069], [-2.00343, 0.63719, 0.14180], [-3.84522, -0.83725, -1.36015], [-0.46467, 1.52592, 2.25793], [3.49288, -0.78734, -0.94086], [1.88681, 1.22515, -0.36919], [0.68999, -3.26299, 0.72683], [0.57889, 2.71647, -0.35224], [-1.08856, 2.83046, -0.71764], [-2.54471, 0.47474, 1.09673], [-0.95028, -1.46344, 0.98442]]
}

---

<Q>
{
  "formula": "C6H7Br2N4",
  "method": "ωB97M-V with the def2-TZVPD basis set",
  "spin_multiplicity": 1,
  "homo_ev": -12.68,
  "smiles": "Cc1nn2c(Br)c(C)[nH][n+]2c1Br",
  "charge": 1,
  "symbols": ["C", "C", "C", "C", "C", "C", "N", "N", "N", "N", "Br", "Br", "H", "H", "H", "H", "H", "H", "H"],
  "coordinates": [[0.57395, 1.97898, 0.52041], [0.82841, 1.37622, -0.72148], [-0.71834, -1.83861, -0.37291], [-0.99215, -1.07357, 0.74095], [1.00509, 3.30912, 0.96278], [-0.88157, -3.30041, -0.61822], [-0.25489, 1.23292, 1.28473], [-0.42322, 0.16897, 0.56183], [0.15943, 0.17592, -0.68578], [0.10462, -1.08995, -1.21252], [1.73777, 2.03605, -2.26232], [-1.99135, -1.60462, 2.24848], [2.00930, 3.42623, 0.49396], [0.30654, 4.19222, 0.97511], [1.07723, 3.12085, 2.13439], [-1.21815, -3.55021, -1.72615], [-1.62744, -3.68985, 0.18119], [0.19532, -3.69820, -0.35430], [0.10944, -1.17206, -2.15016]]
}

---

Most favorable structure: <P>. The second most favorable one is 2.2 kcal/mol above it.